No. 1
The following is a quantum chemistry calculation of a cluster of 2 separate species, C3H6NO4 in total at a distorted geometry, from OMol25.

highest occupied orbital energy	-4.95	eV
ΔE to the lowest compared entry with this formula, charge and spin	54.0	kcal per mole
total charge	-1
2S+1	1

Positions of all 14 atoms, in Å:
O (-0.424, 1.604, -3.490)
O (0.268, -0.963, 3.117)
O (-0.139, 1.181, -0.769)
O (-1.591, -0.332, -1.338)
N (0.945, -0.438, 1.093)
C (-0.686, 0.072, -0.617)
C (1.026, -0.326, 2.436)
C (-0.274, -0.942, 0.493)
H (1.342, 0.362, 0.367)
H (2.024, -0.051, 2.948)
H (-0.884, 0.903, -3.266)
H (-0.310, 1.896, -2.504)
H (-1.141, -1.002, 1.263)
H (-0.156, -1.964, 0.267)

No. 2
The following is a quantum chemistry calculation of an isolated molecule of C5H13NO at a distorted geometry, from OMol25.

highest occupied orbital energy	-9.03	eV
ΔE to the lowest compared entry with this formula, charge and spin	46.3	kcal per mole
2S+1	1

Positions of all 20 atoms, in Å:
O (-3.129, -0.046, 0.152)
N (0.080, 0.099, -0.155)
C (-2.142, 0.753, 0.818)
C (1.697, -1.240, -1.483)
C (1.041, -0.970, -0.135)
C (0.754, 1.442, -0.114)
C (-0.807, 0.049, 0.997)
H (2.173, -0.360, -1.925)
H (0.224, 2.276, 0.324)
H (-1.893, 1.688, 0.298)
H (-2.605, 1.015, 1.769)
H (1.773, -1.065, 0.692)
H (1.068, 1.592, -1.148)
H (1.711, 1.308, 0.412)
H (0.429, -1.846, 0.113)
H (1.069, -1.647, -2.275)
H (-2.598, -0.622, -0.414)
H (-0.397, 0.433, 1.963)
H (2.533, -1.938, -1.367)
H (-0.980, -0.922, 1.479)

No. 3
The following is a quantum chemistry calculation of an isolated molecule of C8H7FN2O2 at a distorted geometry, from OMol25.

highest occupied orbital energy	-10.12	eV
ΔE to the lowest compared entry with this formula, charge and spin	98.6	kcal per mole
2S+1	1

Positions of all 20 atoms, in Å:
F (-0.253, -1.162, -2.015)
O (-1.374, 2.326, 1.225)
O (0.291, 3.290, 0.316)
N (-0.632, -1.233, 2.619)
N (-0.303, 2.296, 0.659)
C (-0.584, -0.795, 1.564)
C (1.621, 0.854, 0.132)
C (1.461, -1.476, -0.482)
C (0.269, 0.995, 0.292)
C (-0.664, -0.228, 0.189)
C (2.223, -0.402, -0.282)
C (-0.042, -1.337, -0.634)
C (-2.024, 0.040, -0.441)
H (-1.976, 0.460, -1.450)
H (-0.692, -2.348, -0.566)
H (2.339, 1.648, 0.178)
H (-2.502, 0.710, 0.136)
H (2.019, -2.315, -0.694)
H (3.367, -0.323, -0.293)
H (-2.543, -1.000, -0.454)

No. 4
The following is a quantum chemistry calculation of a structure of composition C32H25Cl2N6NaO4S at a distorted geometry, from OMol25.

highest occupied orbital energy	-1.99	eV
ΔE to the lowest compared entry with this formula, charge and spin	26.2	kcal per mole
total charge	-2
2S+1	1

Positions of all 71 atoms, in Å:
Cl (-2.504, 0.087, -1.529)
Cl (-1.775, 1.785, -3.838)
S (-2.147, -4.825, 2.130)
Na (0.141, -0.781, 0.114)
O (0.624, 3.149, -0.095)
O (1.091, -0.609, 1.977)
O (0.224, -1.114, -2.524)
O (-1.536, -1.540, -4.376)
N (2.779, -0.562, -1.867)
N (3.997, 0.481, 0.443)
N (-1.360, 0.934, 2.470)
N (-1.135, -2.533, 0.823)
N (2.448, -0.929, -3.131)
N (-0.787, 1.323, 1.409)
C (4.249, -0.764, 0.022)
C (-3.379, -1.309, 6.486)
C (1.173, -1.046, -3.384)
C (-0.085, -2.188, 4.953)
C (-2.176, -1.932, 6.250)
C (-2.791, 2.776, 1.121)
C (0.707, -1.840, 3.928)
C (5.020, -1.648, 0.774)
C (3.697, -1.215, -1.282)
C (-3.019, 0.779, -3.059)
C (1.771, -0.995, -5.834)
C (-2.652, 4.754, -0.243)
C (0.329, -0.829, 2.942)
C (-1.443, 2.484, 0.898)
C (-1.348, -1.538, 5.188)
C (-3.773, -0.261, 5.640)
C (-3.392, 3.891, 0.558)
C (0.803, -1.151, -4.847)
C (0.143, -1.286, -7.568)
C (5.179, 0.013, 2.477)
C (-0.904, -0.127, 3.190)
C (-2.980, 0.132, 4.587)
C (1.462, -1.062, -7.184)
C (-0.709, 3.368, 0.100)
C (0.912, 2.549, -1.362)
C (-1.554, -3.482, 1.360)
C (5.483, -1.256, 2.018)
C (-1.743, -0.499, 4.320)
C (-0.846, -1.442, -6.613)
C (-0.536, -1.382, -5.250)
C (4.438, 0.841, 1.643)
C (-1.310, 4.484, -0.464)
H (-3.360, 2.083, 1.726)
H (-0.708, 5.139, -1.085)
H (0.214, -2.982, 5.630)
H (4.100, -2.131, -1.718)
H (6.059, -1.941, 2.630)
H (1.959, 2.264, -1.353)
H (2.237, -0.939, -7.931)
H (0.316, 1.648, -1.519)
H (1.652, -2.340, 3.747)
H (0.705, 3.247, -2.180)
H (5.489, 0.350, 3.458)
H (-3.883, 1.401, -2.872)
H (-4.444, 4.084, 0.740)
H (-0.119, -1.336, -8.619)
H (-1.092, -1.387, -3.460)
H (-4.017, -1.630, 7.300)
H (2.787, -0.817, -5.503)
H (4.177, 1.847, 1.958)
H (-3.116, 5.620, -0.702)
H (-1.852, -2.754, 6.882)
H (-3.222, -0.041, -3.734)
H (-1.879, -1.608, -6.897)
H (-4.721, 0.237, 5.810)
H (-3.294, 0.934, 3.934)
H (5.225, -2.639, 0.387)